Entry 1:
Below is one molecule with the formula C3H5N3S at a distorted geometry, with properties calculated with wB97M-V/def2-TZVPD.

Computed properties:
HOMO energy   -0.2987 hartree
2S+1   1
Relative energy (zero: lowest compared OMol25 entry of this formula, charge and spin)   20.26 kcal/mol
Kohn-Sham gap   8.96 eV

Bonds (Å) are listed after each position.
Atoms and positions in Å:
1 N 0.258 2.070 0.003  C2 1.357, H8 0.997, H9 1.033
2 C 0.619 0.761 0.022  N1 1.357, N3 1.323, C6 1.411
3 N 1.866 0.320 -0.018  C2 1.323, N4 1.343
4 N 1.799 -1.019 0.061  N3 1.343, C5 1.366, H10 1.000
5 C 0.501 -1.440 0.011  N4 1.366, C6 1.361, H11 1.077
6 C -0.280 -0.326 0.036  C2 1.411, C5 1.361, S7 1.800
7 S -2.073 -0.232 -0.086  C6 1.800, H12 1.331
8 H 0.874 2.851 -0.047  N1 0.997
9 H -0.745 2.275 0.140  N1 1.033
10 H 2.528 -1.577 -0.337  N4 1.000
11 H 0.297 -2.483 -0.163  C5 1.077
12 H -2.291 -0.909 1.040  S7 1.331



Entry 2:
Below is a 2-piece molecular cluster, C3H5N3S2 overall at a distorted geometry, with properties calculated with wB97M-V/def2-TZVPD.

Computed properties:
HOMO energy   -0.3178 hartree
2S+1   1
Relative energy (zero: lowest compared OMol25 entry of this formula, charge and spin)   147.06 kcal/mol
Kohn-Sham gap   7.52 eV

Bonds (Å) are listed after each position.
Atoms and positions in Å:
1 C 1.708 0.669 -0.375  H6 1.166, N9 1.362, N10 1.293
2 C -1.045 -1.111 0.024  C3 1.504, H7 1.045, N11 1.241
3 C -2.127 -0.068 -0.026  C2 1.504, S12 1.765, S13 1.590
4 H 2.515 -1.314 0.948  no bonds
5 H 3.586 -0.103 0.328  N9 1.236
6 H 2.182 1.724 -0.525  C1 1.166
7 H -1.345 -2.099 0.185  C2 1.045
8 H -3.232 1.949 0.278  S12 1.436
9 N 2.588 -0.369 -0.350  C1 1.362, H5 1.236
10 N 0.432 0.579 -0.183  C1 1.293, N11 1.518
11 N 0.178 -0.903 0.026  C2 1.241, N10 1.518
12 S -1.854 1.676 -0.022  C3 1.765, H8 1.436
13 S -3.587 -0.632 -0.308  C3 1.590



Entry 3:
Below is an isolated ion of composition C3H5N4O3 and charge -1 at a distorted geometry, with properties calculated with wB97M-V/def2-TZVPD.

Computed properties:
HOMO energy (alpha / beta)   -0.1047 / -0.1047 hartree
2S+1   1
Relative energy (zero: lowest compared OMol25 entry of this formula, charge and spin)   89.79 kcal/mol
Net charge   -1
Kohn-Sham gap (alpha / beta)   6.65 / 6.65 eV

Bonds (Å) are listed after each position.
Atoms and positions in Å:
1 C 3.405 0.729 -1.450  N4 1.264, O9 1.216, H11 1.211
2 C -0.527 -1.556 -0.662  N6 1.738, O8 1.482, O10 1.210, H12 1.167
3 C -0.867 0.193 1.430  N6 1.482, H13 1.047, H14 1.096, H15 1.155
4 N 2.370 0.004 -1.495  C1 1.264, N7 1.206
5 N -0.074 0.902 -0.663  N6 1.183
6 N -0.598 0.058 -0.021  C2 1.738, C3 1.482, N5 1.183
7 N 1.457 -0.718 -1.810  N4 1.206, O8 1.368
8 O 0.946 -1.427 -0.757  C2 1.482, N7 1.368
9 O 3.612 1.903 -1.213  C1 1.216
10 O -0.922 -2.359 0.152  C2 1.210
11 H 4.486 0.184 -1.453  C1 1.211
12 H -1.104 -1.382 -1.662  C2 1.167
13 H -1.905 0.258 1.551  C3 1.047
14 H -0.614 -0.794 1.834  C3 1.096
15 H -0.503 1.100 2.046  C3 1.155



Entry 4:
Below is one molecule with the formula C3H5N4PS at a distorted geometry, with properties calculated with wB97M-V/def2-TZVPD.

Computed properties:
HOMO energy (alpha / beta)   -0.3139 / -0.3140 hartree
2S+1   1
Relative energy (zero: lowest compared OMol25 entry of this formula, charge and spin)   8.24 kcal/mol
Kohn-Sham gap (alpha / beta)   8.32 / 8.32 eV

Bonds (Å) are listed after each position.
Atoms and positions in Å:
1 C -0.114 -0.062 0.089  N4 1.367, N7 1.258, S9 1.756
2 C 3.630 -0.852 -0.071  P8 1.697, H10 1.018, H11 1.139
3 C -2.292 1.953 0.017  S9 1.825, H12 1.011, H13 1.065, H14 1.043
4 N -1.239 -0.837 0.094  C1 1.367, N5 1.205
5 N -1.371 -2.034 0.050  N4 1.205, N6 1.120
6 N -1.849 -3.036 -0.097  N5 1.120
7 N 1.057 -0.521 0.067  C1 1.258, P8 1.655
8 P 2.456 0.365 0.070  C2 1.697, N7 1.655
9 S -0.492 1.652 0.042  C1 1.756, C3 1.825
10 H 4.619 -0.614 -0.037  C2 1.018
11 H 3.372 -1.962 -0.089  C2 1.139
12 H -2.499 2.429 0.885  C3 1.011
13 H -2.745 1.011 -0.188  C3 1.065
14 H -2.534 2.508 -0.833  C3 1.043